No. 1
The following is a DFT calculation (wB97M-V/def2-TZVPD) of a 2-piece molecular cluster, C5H10BN overall in a non-equilibrium geometry.

Last column: natural (NBO) charge in e.
Element x y z (Å)
B  -1.54342  0.35735  -0.17050  0.8806
C  -0.57568  1.20416  0.60220  -0.8754
C  2.22691  -0.06145  0.13589  -0.4214
C  1.34741  -1.17609  0.41514  -0.4195
C  -0.10400  0.70920  -0.74990  -0.5476
C  1.02064  -0.26622  -0.71888  -0.2277
N  -3.62837  -0.70465  -0.05269  -0.8952
H  -0.44514  2.27599  0.74015  0.2668
H  -0.19418  0.68637  1.51758  0.2614
H  2.14578  0.80629  0.68585  0.2114
H  3.30163  -0.18314  -0.09050  0.2187
H  1.60703  -2.13193  0.00596  0.2237
H  0.75271  -1.17857  1.37956  0.2051
H  -0.09067  1.49198  -1.59299  0.2518
H  0.96420  -0.86646  -1.67794  0.2234
H  -3.80522  0.25262  -0.16426  0.3198
H  -3.52202  -1.00615  -0.98233  0.3242

## Properties
energy above the lowest of the compared OMol25 structures with the same formula, charge and spin = 162.4 kcal/mol
total charge = 0
LUMO = -0.0030 Eh
total energy = -7507.325 eV
2S+1 = 1
orbital gap = 9.04 eV



No. 2
The following is a DFT calculation (wB97M-V/def2-TZVPD) of one molecule with the formula C5H10BrF2P in a non-equilibrium geometry.

Last column: natural (NBO) charge in e.
Element x y z (Å)
C  -0.75862  2.49970  0.69589  -0.6228
C  -1.01995  -2.59110  0.14727  -0.6212
C  -0.89442  1.13472  0.05429  -0.7129
C  0.17514  -1.67796  -0.40066  -0.7051
C  1.97280  0.48710  -0.28914  0.3646
F  1.77660  0.44531  -1.78259  -0.4053
F  2.28108  1.79218  -0.02171  -0.3415
P  0.36948  -0.13515  0.65474  0.7418
Br  3.47253  -0.64071  0.17200  0.0455
H  -1.67757  3.14155  0.58246  0.2221
H  -0.60396  2.44973  1.73795  0.2151
H  0.26327  2.98693  0.35435  0.2205
H  -0.87772  -3.05849  1.11076  0.2271
H  -1.89384  -1.94004  0.00304  0.2095
H  -1.06948  -3.39037  -0.67368  0.2196
H  -0.91750  1.05981  -1.11510  0.2287
H  -1.85359  0.80239  0.42399  0.2291
H  0.12879  -1.14558  -1.39695  0.2446
H  1.12697  -2.22002  -0.25689  0.2407

## Properties
energy above the lowest of the compared OMol25 structures with the same formula, charge and spin = 3.3 kcal/mol
total charge = 0
LUMO = 0.0237 Eh
total energy = -90112.022 eV
2S+1 = 1
orbital gap = 9.74 eV
SMILES string = CCP(CC)C(F)(F)Br



No. 3
The following is a DFT calculation (wB97M-V/def2-TZVPD) of an isolated ion of composition C5H10Cl2N and charge +1 in a non-equilibrium geometry.

Last column: natural (NBO) charge in e.
Element x y z (Å)
C  0.17143  0.31342  -1.00618  -0.1326
C  0.08623  0.20398  0.57972  -0.0278
C  -1.15093  0.60767  -0.18222  -0.0787
C  0.21422  -1.15973  1.30232  -0.6479
C  0.84672  1.30744  1.12751  -0.6179
N  0.06387  -0.84333  -1.87699  -0.7345
Cl  -2.40653  -0.57558  -0.47662  0.1341
Cl  -1.69369  2.29493  -0.38221  0.0736
H  0.66882  1.18787  -1.38605  0.2570
H  0.04894  -1.23318  2.43728  0.2764
H  1.19897  -1.62234  1.00987  0.2393
H  -0.73544  -1.74739  0.98271  0.2246
H  0.45714  1.54760  2.17267  0.2427
H  0.58557  2.15655  0.56567  0.2273
H  1.88372  1.10581  1.21699  0.2425
H  -0.93664  -1.21204  -1.38583  0.4224
H  0.80359  -1.60159  -1.81944  0.4486
H  -0.10598  -0.73011  -2.87921  0.4508

## Properties
energy above the lowest of the compared OMol25 structures with the same formula, charge and spin = 22.0 kcal/mol
total charge = +1
LUMO = -0.1279 Eh
total energy = -31873.370 eV
2S+1 = 1
orbital gap = 10.95 eV
SMILES string = CC1(C)[C@@H]([NH3+])C1(Cl)Cl



Which of these has the highest LUMO?
C5H10BrF2P